[1]
The following is a quantum chemistry calculation of C16H14Br2IrN2O2 as an isolated structure, from the OMol25 dataset.

Output
HOMO level (spin up / spin down)   -14.142 / -14.117 eV
Spin multiplicity   2
<S²>   0.82
Total charge   +2
Calculated total energy   -6129.74112 hartree
Molar mass   618.3 u

Each line ends with the Löwdin charge.
Element x y z (Å)
Ir1 -0.32 -0.03 0.55  0.80
O1 3.94 -3.30 -0.19  0.20
C1 3.02 -3.88 -0.93  -0.18
C2 3.30 -5.02 -1.73  0.06
C3 2.31 -5.56 -2.48  0.02
C4 1.01 -4.98 -2.44  0.09
C5 0.73 -3.86 -1.64  0.06
C6 1.71 -3.29 -0.89  -0.04
C7 1.43 -2.12 0.04  -0.38
O2 0.07 -1.82 0.00  -0.33
N1 2.16 -0.93 -0.42  0.04
N2 1.55 0.24 0.00  -0.20
C8 2.12 1.40 -0.06  -0.13
C9 1.41 2.61 0.22  -0.53
Br1 -0.52 2.42 0.25  0.86
C10 1.93 3.84 0.37  -0.04
C11 3.33 4.19 0.48  -0.22
C12 3.73 5.44 0.00  -0.01
C13 5.06 5.81 0.04  -0.04
C14 6.00 4.95 0.59  -0.04
C15 5.61 3.73 1.11  -0.05
C16 4.28 3.34 1.06  -0.04
H1 4.79 -3.76 -0.23  0.17
H2 4.31 -5.43 -1.74  0.15
H3 2.49 -6.43 -3.10  0.14
H4 0.22 -5.42 -3.04  0.14
H5 -0.27 -3.45 -1.61  0.14
H6 1.71 -2.40 1.07  0.17
H7 3.17 -0.91 -0.37  0.14
H8 3.15 1.47 -0.40  0.15
H9 1.23 4.67 0.40  0.13
H10 2.99 6.12 -0.41  0.13
H11 5.36 6.78 -0.34  0.12
H12 7.04 5.25 0.64  0.12
H13 6.34 3.09 1.59  0.12
H14 3.98 2.42 1.54  0.11
Br2 -1.29 0.26 2.64  0.17



[2]
The following is a quantum chemistry calculation of C16H14BrN3O4S3 as an isolated structure at a distorted geometry, from the OMol25 dataset.

Output
HOMO level   -8.103 eV
Energy above the lowest of the compared OMol25 structures with the same formula, charge and spin   258.02 kJ/mol
Calculated total energy   -4851.34276 hartree
Molar mass   488.4 u

Each line ends with the Löwdin charge.
Element x y z (Å)
O1 1.53 4.43 1.65  -0.31
O2 3.41 4.40 0.01  -0.32
O3 -4.84 -1.22 1.12  -0.34
O4 -2.98 -2.68 1.47  -0.23
Br1 5.60 -1.23 3.64  0.78
N1 -2.27 -0.93 -1.69  0.05
S1 -0.44 -1.99 -3.30  1.02
C1 -1.00 -0.71 -2.16  -0.39
C2 -2.07 -2.63 -3.29  -0.33
C3 -2.84 -2.01 -2.35  -0.43
C4 3.34 0.16 2.58  -0.13
C5 5.42 1.33 2.49  -0.10
C6 1.19 0.70 -1.80  -0.06
C7 -0.75 1.49 -0.79  -0.02
C8 2.61 1.20 2.00  -0.05
C9 4.71 2.36 1.83  -0.04
C10 1.92 1.72 -1.22  -0.03
C11 -0.05 2.54 -0.21  -0.06
C12 4.69 0.17 2.81  -0.72
C13 -0.13 0.47 -1.54  -0.16
C14 3.31 2.36 1.69  -0.25
C15 1.34 2.61 -0.25  -0.27
N2 -4.53 -3.26 0.86  -0.19
N3 -4.39 -2.83 -0.70  -0.26
C16 -4.28 -2.22 -2.07  -0.14
S2 2.40 3.67 0.78  0.74
S3 -3.76 -1.93 0.49  0.63
H1 -2.45 -3.45 -3.85  0.07
H2 2.74 -0.68 2.89  0.11
H3 6.54 1.36 2.61  0.13
H4 1.78 0.05 -2.37  0.10
H5 -1.83 1.61 -0.78  0.12
H6 1.52 1.03 1.94  0.14
H7 5.37 3.15 1.51  0.11
H8 2.99 1.88 -1.21  0.12
H9 -0.72 3.27 0.30  0.13
H10 -3.92 -3.94 0.52  0.08
H11 -4.43 -3.16 1.89  0.14
H12 -5.37 -3.04 -0.50  0.13
H13 -4.58 -1.16 -2.25  0.14
H14 -4.79 -2.89 -2.75  0.12



[3]
The following is a quantum chemistry calculation of C16H14CoN2OS5Sb as an isolated structure at a distorted geometry, from the OMol25 dataset.

Output
HOMO level (spin up / spin down)   -4.228 / -4.137 eV
Energy above the lowest of the compared OMol25 structures with the same formula, charge and spin   8.28 kJ/mol
Spin multiplicity   2
<S²>   0.87
Total charge   -1
Calculated total energy   -4416.91914 hartree
Molar mass   591.3 u

Each line ends with the Löwdin charge.
Element x y z (Å)
Co1 -0.52 0.42 -0.13  -0.25
C1 2.92 -1.82 1.36  -0.02
C2 1.54 -1.51 0.84  -0.23
N1 1.10 -0.30 0.83  -0.05
N2 1.94 0.65 1.41  -0.08
C3 1.38 1.79 1.61  -1.08
S1 -0.25 2.22 1.21  0.61
S2 2.33 3.10 2.31  0.89
C4 4.02 2.45 2.15  -0.43
C5 4.60 2.68 0.79  -0.29
C6 5.33 3.83 0.52  -0.06
C7 5.84 4.07 -0.75  -0.10
C8 5.62 3.16 -1.77  -0.10
C9 4.89 2.00 -1.51  -0.08
C10 4.39 1.76 -0.24  -0.04
C11 0.71 -2.63 0.39  -0.10
C12 1.24 -3.94 0.44  -0.06
C13 0.50 -5.04 0.08  -0.11
C14 -0.82 -4.86 -0.36  -0.09
C15 -1.37 -3.61 -0.40  -0.02
C16 -0.63 -2.46 -0.02  -0.33
O1 -1.25 -1.32 -0.09  -0.21
H1 3.47 -0.91 1.55  0.05
H2 3.45 -2.43 0.64  0.08
H3 2.85 -2.39 2.29  0.10
H4 3.99 1.39 2.41  0.07
H5 4.60 2.98 2.91  0.07
H6 5.49 4.56 1.31  0.11
H7 6.40 4.98 -0.95  0.10
H8 6.01 3.34 -2.76  0.10
H9 4.70 1.29 -2.30  0.10
H10 3.81 0.87 -0.04  0.09
H11 2.25 -4.09 0.78  0.09
H12 0.94 -6.03 0.12  0.09
H13 -1.40 -5.72 -0.66  0.10
H14 -2.38 -3.44 -0.75  0.11
S3 -2.46 1.25 -0.92  0.02
Sb1 -1.57 0.61 -3.05  0.22
S4 -2.23 -1.52 -3.58  -0.31
S5 0.61 0.55 -2.10  0.06



[4]
The following is a quantum chemistry calculation of C16H14LiN2O2S as an isolated structure at a distorted geometry, from the OMol25 dataset.

Output
HOMO level   -4.712 eV
Total charge   -1
Calculated total energy   -1283.93944 hartree
Molar mass   305.3 u

Each line ends with the Löwdin charge.
Element x y z (Å)
Li1 -3.29 -11.20 -2.34  0.57
N1 -1.68 -10.86 -1.13  -0.05
C1 -1.50 -9.38 -1.15  -0.26
C2 -2.64 -8.76 -0.41  -0.14
C3 -3.92 -8.64 -1.26  -0.73
O1 -4.67 -7.71 -0.93  -0.05
O2 -4.09 -9.48 -2.18  -0.13
H1 -1.78 -11.16 -0.16  0.07
H2 -0.91 -11.35 -1.57  0.07
H3 -1.52 -9.12 -2.20  0.11
H4 -0.52 -9.06 -0.75  0.10
H5 -2.42 -7.77 -0.03  0.10
H6 -3.00 -9.34 0.45  0.11
S1 -1.48 -15.27 -0.99  1.10
C4 -2.10 -14.74 0.50  -0.50
C5 -1.79 -15.24 1.75  -0.11
C6 -2.34 -14.62 2.86  -0.11
C7 -3.24 -13.58 2.62  -0.10
C8 -3.58 -13.04 1.37  0.00
C9 -3.02 -13.71 0.28  -0.32
N2 -3.20 -13.35 -1.05  0.08
C10 -2.42 -14.06 -1.84  -0.53
C11 -2.20 -13.86 -3.24  -0.32
C12 -1.57 -14.88 -3.91  -0.13
C13 -1.19 -14.72 -5.23  -0.12
C14 -1.52 -13.51 -5.85  -0.11
C15 -2.25 -12.53 -5.14  -0.19
C16 -2.60 -12.59 -3.81  -0.10
H7 -1.07 -16.04 1.89  0.10
H8 -2.16 -14.94 3.89  0.10
H9 -3.58 -13.06 3.50  0.09
H10 -4.21 -12.18 1.32  0.10
H11 -1.29 -15.80 -3.47  0.06
H12 -0.73 -15.57 -5.72  0.09
H13 -1.22 -13.24 -6.87  0.09
H14 -2.44 -11.60 -5.72  0.08



[5]
The following is a quantum chemistry calculation of one molecule with the formula C16H14N2S3 at a distorted geometry, from the OMol25 dataset.

Output
SMILES string   S=c1ss/c(=N/Cc2ccccc2)n1Cc1ccccc1
HOMO level   -8.360 eV
Calculated total energy   -1922.14888 hartree
Molar mass   330.5 u

Each line ends with the Löwdin charge.
Element x y z (Å)
S1 -0.57 2.64 -1.74  0.65
C1 0.63 2.27 -0.62  -1.11
S2 1.92 3.47 -0.41  0.57
S3 2.78 2.47 1.16  0.63
C2 1.93 0.95 0.80  -0.69
N1 2.61 -0.10 1.24  0.01
C3 2.29 -1.51 1.02  -0.18
C4 1.92 -1.85 -0.43  -0.24
C5 0.92 -2.76 -0.66  -0.08
C6 0.51 -3.02 -1.98  -0.09
C7 1.14 -2.40 -3.05  -0.09
C8 2.20 -1.52 -2.80  -0.08
C9 2.62 -1.28 -1.52  -0.05
N2 0.73 1.09 0.12  -0.11
C10 -0.41 0.15 0.28  -0.11
C11 -1.60 0.84 0.87  -0.22
C12 -2.75 1.09 0.06  -0.09
C13 -3.90 1.64 0.61  -0.09
C14 -3.89 2.07 1.95  -0.08
C15 -2.72 1.86 2.73  -0.09
C16 -1.61 1.27 2.20  -0.05
H1 1.52 -1.86 1.72  0.11
H2 3.22 -2.06 1.26  0.12
H3 0.36 -3.23 0.17  0.12
H4 -0.30 -3.75 -2.12  0.11
H5 0.77 -2.52 -4.06  0.10
H6 2.72 -0.97 -3.59  0.11
H7 3.48 -0.60 -1.35  0.13
H8 -0.65 -0.33 -0.69  0.13
H9 -0.14 -0.68 0.92  0.11
H10 -2.77 0.78 -0.99  0.10
H11 -4.78 1.84 -0.02  0.11
H12 -4.78 2.63 2.38  0.12
H13 -2.67 2.24 3.75  0.10
H14 -0.71 1.14 2.80  0.12



[6]
The following is a quantum chemistry calculation of C16H14N4O7PtS3 as an isolated structure, from the OMol25 dataset.

Output
HOMO level   -8.475 eV
Energy above the lowest of the compared OMol25 structures with the same formula, charge and spin   0.00 kJ/mol
Calculated total energy   -2677.70804 hartree
Molar mass   665.6 u

Each line ends with the Löwdin charge.
Element x y z (Å)
Pt1 0.79 -0.30 0.60  0.95
C1 -0.62 3.18 4.37  -0.04
O1 -0.10 1.90 4.03  0.02
C2 0.37 1.66 2.81  -0.54
O2 0.77 0.52 2.57  -0.06
N1 0.44 2.70 1.94  0.03
N2 0.97 2.45 0.69  0.04
H1 -0.95 3.09 5.40  0.10
H2 -1.48 3.43 3.74  0.10
H3 0.15 3.95 4.30  0.10
H4 -0.04 3.56 2.12  0.13
H5 1.87 2.90 0.54  0.10
H6 0.30 2.55 -0.06  0.06
O3 4.85 -0.68 1.80  -0.26
S1 4.29 -0.11 0.62  0.66
O4 4.24 1.31 0.47  -0.28
N3 2.77 -0.73 0.33  -0.30
C3 2.69 -1.35 -0.83  -0.77
S2 1.08 -1.62 -1.26  0.74
C4 3.97 -1.55 -1.51  -0.20
C5 4.26 -2.24 -2.68  0.00
C6 5.58 -2.25 -3.12  -0.05
C7 6.58 -1.59 -2.41  -0.05
C8 6.29 -0.90 -1.24  -0.02
C9 4.98 -0.89 -0.82  -0.21
H7 3.48 -2.75 -3.23  0.12
H8 5.83 -2.79 -4.02  0.11
H9 7.60 -1.62 -2.77  0.11
H10 7.06 -0.38 -0.68  0.13
O5 -1.27 1.69 -1.01  0.03
C10 -1.83 0.84 -0.34  -0.51
N4 -1.23 -0.01 0.55  -0.25
S3 -2.31 -1.00 1.33  0.63
O6 -2.45 -0.60 2.70  -0.28
O7 -2.04 -2.37 1.03  -0.29
C11 -3.71 -0.40 0.43  -0.22
C12 -5.03 -0.80 0.53  -0.03
C13 -5.95 -0.14 -0.27  -0.06
C14 -5.55 0.89 -1.12  -0.06
C15 -4.22 1.27 -1.20  0.00
C16 -3.30 0.61 -0.41  -0.14
H11 -5.33 -1.60 1.20  0.12
H12 -6.99 -0.42 -0.23  0.11
H13 -6.29 1.39 -1.74  0.11
H14 -3.89 2.07 -1.86  0.12